{"formula": "C20H58N2O8", "method": "ωB97M-V/def2-TZVPD", "elements": ["C", "O", "C", "C", "C", "N", "H", "H", "H", "H", "H", "H", "H", "H", "H", "H", "H", "C", "O", "C", "C", "C", "N", "H", "H", "H", "H", "H", "H", "H", "H", "H", "H", "H", "C", "C", "O", "H", "H", "H", "H", "H", "H", "C", "C", "O", "H", "H", "H", "H", "H", "H", "C", "C", "O", "H", "H", "H", "H", "H", "H", "C", "C", "O", "H", "H", "H", "H", "H", "H", "C", "C", "O", "H", "H", "H", "H", "H", "H", "C", "C", "O", "H", "H", "H", "H", "H", "H"], "positions_angstrom": [[-4.7289, -4.3270, -3.3989], [-4.0810, -5.4638, -3.8520], [-3.9201, -6.4881, -2.7793], [-2.7306, -6.2933, -1.8241], [-1.3812, -6.3557, -2.5704], [-2.6953, -7.1762, -0.6829], [-5.1717, -3.6949, -4.1686], [-4.1607, -3.7731, -2.6515], [-5.6404, -4.6707, -2.9098], [-4.8418, -6.5489, -2.2008], [-3.7775, -7.4398, -3.2913], [-2.8929, -5.2815, -1.4524], [-0.5229, -6.1758, -1.9229], [-1.4417, -5.5839, -3.3378], [-1.1658, -7.3377, -2.9915], [-1.7572, -7.0174, -0.3440], [-2.6980, -8.1668, -0.8802], [1.8910, 1.7855, 6.7643], [1.5426, 0.4778, 6.3603], [1.8884, -0.3409, 7.4313], [1.6918, -1.7955, 6.9932], [0.2724, -2.2005, 6.7576], [2.2246, -2.6761, 8.0493], [2.9419, 1.8080, 7.0529], [1.2616, 2.1346, 7.5829], [1.7594, 2.4618, 5.9198], [2.9545, -0.2207, 7.6243], [1.2943, -0.1770, 8.3303], [2.3088, -1.9138, 6.1025], [0.3595, -3.1748, 6.2768], [-0.1933, -1.4340, 6.1381], [-0.2025, -2.2639, 7.7367], [3.1868, -2.4841, 8.2888], [1.8711, -2.3917, 8.9517], [-0.4058, 0.7319, -8.1912], [0.4198, 1.6756, -9.0902], [0.0164, 1.4668, -10.4471], [-0.3327, 0.9982, -7.1367], [-0.0519, -0.2841, -8.3664], [-1.4785, 0.6936, -8.3808], [1.4992, 1.5508, -9.0030], [0.1932, 2.7145, -8.8507], [0.5305, 2.0639, -10.9955], [5.6102, -3.4967, -4.3392], [5.8576, -2.3136, -5.3060], [7.0518, -2.4458, -6.0154], [6.4362, -3.7343, -3.6689], [5.3775, -4.3302, -5.0020], [4.7074, -3.3688, -3.7419], [5.7970, -1.3185, -4.8653], [5.0963, -2.2823, -6.0854], [6.8919, -2.0361, -6.8688], [0.9990, 0.9829, -0.8685], [-0.0230, 0.5994, 0.2142], [-0.1500, 1.7033, 1.0506], [1.3082, 0.2092, -1.5714], [1.9510, 1.3041, -0.4459], [0.5971, 1.7894, -1.4817], [0.2649, -0.3045, 0.7509], [-0.9530, 0.3360, -0.2895], [0.3065, 1.5288, 1.8769], [6.1285, 5.8544, -3.9710], [7.4679, 6.5796, -4.1760], [8.5313, 5.7357, -4.3916], [5.3882, 6.6151, -3.7232], [6.1641, 5.2037, -3.0972], [5.8596, 5.2552, -4.8409], [7.7734, 7.1746, -3.3154], [7.4344, 7.2240, -5.0546], [9.3226, 6.2740, -4.4668], [-4.8107, 2.4700, 8.1908], [-4.2837, 2.1602, 9.6405], [-3.4206, 3.2355, 9.9626], [-5.3486, 1.6894, 7.6529], [-3.8797, 2.5884, 7.6364], [-5.4455, 3.3561, 8.1933], [-3.6817, 1.2664, 9.8044], [-5.1936, 2.0872, 10.2362], [-2.9204, 3.1221, 10.7741], [-7.0601, 5.2004, -0.0503], [-5.9811, 4.1736, 0.1649], [-4.7378, 4.8176, 0.0263], [-7.9679, 4.8241, 0.4213], [-7.2898, 5.2837, -1.1125], [-6.9569, 6.1355, 0.5002], [-6.1180, 3.3524, -0.5387], [-5.8995, 3.8381, 1.1988], [-4.0365, 4.2489, 0.3523]], "atomic_forces_ev_per_a": [[-1.492, -0.114, 1.125], [1.255, -1.784, 0.779], [0.076, 0.193, -0.881], [0.459, 0.475, -1.309], [-0.613, 0.570, -0.193], [-0.247, 0.014, 0.780], [0.940, -0.012, -0.507], [0.157, 0.352, -0.205], [-0.304, 0.082, 0.591], [-0.141, 0.113, 0.036], [-0.146, 0.043, -0.302], [0.391, 0.173, 0.314], [-0.138, 0.410, 0.230], [0.496, -0.182, -0.297], [-0.435, -0.074, -0.299], [0.017, -0.123, 0.715], [-0.275, -0.135, -0.577], [-0.160, 0.533, -0.906], [-0.115, 0.970, 0.410], [-0.126, -1.884, -0.941], [1.285, 0.465, 1.293], [0.464, 0.291, -0.236], [0.447, -0.186, 0.428], [0.117, 0.145, 0.171], [-0.006, -0.009, 0.195], [-0.066, -0.047, -0.014], [0.180, 0.128, 0.449], [-0.110, 0.421, 0.245], [-0.077, -0.228, -0.123], [-0.736, 0.012, 0.021], [-0.332, -0.331, -0.097], [-0.358, -0.143, -0.162], [0.745, -0.060, -0.923], [-1.158, -0.068, 0.179], [0.584, -0.100, -0.307], [-1.273, 0.235, -0.049], [0.096, -0.283, 0.086], [0.410, -0.077, 0.000], [0.061, -0.081, 0.301], [0.072, 0.480, -0.524], [0.030, -0.333, 0.297], [0.026, 0.160, 0.307], [-0.005, 0.000, -0.111], [-0.305, 0.441, -1.017], [-1.104, 0.125, 0.238], [1.157, -0.320, -0.242], [0.095, 0.146, -0.247], [0.357, -0.376, 0.251], [0.042, 0.370, 0.045], [0.160, -0.008, 0.658], [-0.760, -0.323, 0.341], [0.358, -0.055, -0.027], [0.326, -0.264, -0.303], [1.096, -0.644, -1.466], [-0.673, 0.578, 0.884], [-0.461, -0.452, 0.059], [-0.151, 0.254, 0.326], [0.011, 0.148, 0.167], [0.219, -0.005, 0.146], [-0.344, 0.342, 0.213], [-0.035, 0.042, -0.016], [0.930, 0.353, 0.417], [-0.710, 0.923, 0.069], [1.294, -2.070, -0.343], [-0.207, -0.062, -0.381], [0.200, -0.139, -0.046], [-0.106, 0.204, 0.005], [-0.812, 0.457, 0.303], [-0.645, 0.473, 0.007], [0.054, -0.139, -0.031], [1.475, -0.739, 0.616], [-0.747, 0.087, -0.789], [-0.211, 0.987, -0.162], [-0.110, -0.333, 0.583], [-0.237, 0.613, -0.415], [0.371, 0.101, 0.064], [-0.437, -0.515, -0.687], [0.188, 0.186, 0.730], [-0.287, -0.390, 0.060], [-1.171, -0.640, 0.516], [0.553, 0.602, 1.019], [1.041, 0.616, -1.017], [-0.290, -0.395, -0.198], [0.181, 0.578, 0.098], [0.723, 0.141, -0.509], [0.090, -0.228, 0.064], [-1.115, -0.614, 0.087], [0.004, -0.066, -0.060]], "e_tot_ev": -41035.5128, "charge": 0, "e_homo_ev": -9.44, "smiles": "COC[C@H](C)N.COC[C@H](C)N.CCO.CCO.CCO.CCO.CCO.CCO", "max_force_ev_per_a": 2.465, "e_above_lowest_ev": 3.036, "lumo_energy_ev": 0.3828}

---

{"formula": "C7H15N3OSi", "method": "ωB97M-V/def2-TZVPD", "elements": ["C", "O", "C", "N", "C", "N", "C", "N", "Si", "C", "C", "C", "H", "H", "H", "H", "H", "H", "H", "H", "H", "H", "H", "H", "H", "H", "H"], "positions_angstrom": [[0.4718, 3.0481, 0.5492], [-0.2323, 1.7641, 0.7509], [0.0536, 0.8345, -0.1120], [1.5845, 0.1618, 0.0265], [2.5523, 0.3519, -0.8637], [3.5019, -0.5187, -0.6499], [3.0970, -1.2209, 0.3952], [1.9316, -0.8144, 0.8639], [-1.1747, -0.7283, -0.0074], [-1.1522, -1.0326, 1.9161], [-2.9977, -0.3553, -0.4645], [-0.5955, -1.9028, -1.4837], [-0.1642, 3.7322, 1.2845], [0.2170, 3.4616, -0.4404], [1.5375, 3.1758, 0.6068], [0.1899, 1.2961, -1.0552], [2.4216, 1.0058, -1.8185], [3.8378, -1.8937, 0.8425], [-1.0714, -2.1745, 2.0889], [-0.3247, -0.4675, 2.3797], [-2.0344, -0.5534, 2.3559], [-3.1936, -0.0887, -1.5091], [-3.5935, -1.1821, -0.2302], [-3.2229, 0.4997, 0.1068], [-1.0975, -2.7874, -1.4095], [-0.9332, -1.5214, -2.4925], [0.3913, -2.0898, -1.6304]], "atomic_forces_ev_per_a": [[-3.985, 1.720, 0.997], [1.163, 2.887, 2.274], [1.625, -3.692, -1.139], [-2.660, 1.594, -0.032], [-0.699, 0.799, -2.598], [1.672, 0.479, -1.699], [0.755, 0.240, 0.895], [-0.589, -0.804, 0.812], [0.443, 0.304, -0.706], [0.480, -1.149, -0.902], [2.209, 0.720, -1.172], [-2.066, 3.469, 0.036], [2.004, -1.231, -1.319], [-0.153, -0.492, -0.007], [0.509, -0.937, 0.826], [0.132, 0.005, -1.610], [0.418, -1.100, 2.182], [-1.076, -0.078, 0.152], [-0.232, 2.005, 0.220], [0.015, -0.741, -0.405], [-0.250, -0.637, -0.207], [0.312, -0.150, 0.072], [-1.023, -1.197, 0.639], [-0.837, 0.987, 0.962], [-1.337, -2.693, 0.425], [0.033, 0.237, 1.184], [3.136, -0.546, 0.122]], "e_tot_ev": -21895.6185, "charge": 0, "e_homo_ev": -9.63, "smiles": "CO[C@@H](n1cncn1)[Si](C)(C)C", "max_force_ev_per_a": 4.453, "e_above_lowest_ev": 1.077, "lumo_energy_ev": 0.7374}

---

{"formula": "C5H6O", "method": "ωB97M-V/def2-TZVPD", "elements": ["C", "C", "O", "C", "C", "C", "H", "H", "H", "H", "H", "H"], "positions_angstrom": [[-1.6062, 0.7030, 0.0622], [-1.1220, -0.5643, 0.3896], [-0.5276, -1.3425, -0.6373], [0.4633, -0.8415, 0.2007], [1.1350, 0.4066, -0.2189], [2.3746, 0.2815, -0.4606], [0.3805, 1.2381, -0.3164], [-2.1227, 1.2652, 0.8383], [-1.7698, 0.9824, -0.9746], [-1.4858, -1.1182, 1.2566], [0.9938, -1.5717, 0.8083], [3.2868, 0.5614, -0.9478]], "atomic_forces_ev_per_a": [[-1.095, 0.622, -0.052], [1.544, -1.163, 0.672], [-0.273, -0.200, -0.494], [-1.343, 0.430, 0.762], [-0.993, -0.112, -0.017], [1.300, 0.044, -0.618], [0.715, -0.044, -0.075], [0.154, -0.019, -0.239], [0.195, 0.011, 0.202], [-0.134, 0.082, -0.258], [-0.096, 0.095, -0.068], [0.025, 0.255, 0.185]], "e_tot_ev": -7323.2031, "charge": 0, "e_homo_ev": [-7.97, -8.42], "max_force_ev_per_a": 2.046, "e_above_lowest_ev": 6.081, "lumo_energy_ev": [0.0471, -0.3135]}

---

> Which formula does entry 3 have?

C5H6O